Run w
20
Properties=species:S:1:pos:R:3 method="wB97M-V/def2-TZVPD" homo_lumo_gap_ev="2.71 / 9.88" charge=-1 e_lumo_ev="4.1 / 4.2" s_squared=0.7503 e_homo_ev="1.37 / -5.70" multiplicity=2
C -0.5930 1.7076 -0.5581
N -1.9480 1.3998 -0.1004
C -2.1273 0.6324 1.0088
N -3.1081 -0.1765 1.1490
H -0.6285 2.4689 -1.3330
H 0.0085 2.0560 0.2812
H -0.0775 0.8149 -0.9250
H -2.6086 1.1772 -0.8310
H -1.3494 0.7619 1.7646
H -3.1179 -0.5199 2.1049
C 2.7102 -0.4737 0.5842
C 2.2497 -1.6502 -0.2562
N 1.7064 -1.1829 -1.5451
H 1.9207 0.2694 0.6719
H 2.9763 -0.7723 1.6028
H 3.5869 0.0085 0.1447
H 3.0938 -2.3405 -0.3939
H 1.4575 -2.1768 0.2809
H 2.4410 -0.6513 -2.0087
H 1.5530 -1.9925 -2.1449


Run x
20
Properties=species:S:1:pos:R:3 method="wB97M-V/def2-TZVPD" homo_lumo_gap_ev="2.84 / 8.52" charge=-1 e_lumo_ev="4.2 / 4.0" s_squared=0.7504 e_homo_ev="1.31 / -4.53" multiplicity=2
C -0.3529 -1.0871 1.2013
N 0.4753 -2.2353 1.4943
C 0.3531 -0.0867 0.2439
C 1.7565 0.3035 0.5774
N -0.4798 1.1382 0.1319
C -0.7815 1.4602 -1.2865
N -1.8118 0.7439 -1.8026
H -0.4160 -0.4552 2.1459
H -1.3451 -1.4222 0.6911
H 0.2089 -3.1358 1.0989
H 1.5052 -2.1204 1.5106
H 0.2999 -0.4680 -0.7171
H 2.1512 -0.6270 0.6251
H 2.0109 0.8705 1.5481
H 2.0961 0.8514 -0.3400
H -1.2736 1.2526 0.7810
H -0.7709 2.6841 -1.3179
H 0.0375 1.2896 -1.9193
H -2.1639 1.2470 -2.5716
H -1.4990 -0.2034 -2.0945


Stability check: which of them is most stable? run w.


Run w
47
Properties=species:S:1:pos:R:3 method="wB97M-V/def2-TZVPD" homo_lumo_gap_ev=9.29 charge=0 e_lumo_ev=0.5 e_homo_ev=-8.77 multiplicity=1 smiles="CN(c1ccc(C(=O)N2CCCCC2)cc1)S(=O)(=O)c1ccccc1"
C -3.0872 -2.1694 -0.8735
N -2.3605 -1.0802 -0.2575
C -0.9522 -1.1543 -0.2253
C -0.2367 -1.0141 -1.4110
C 1.1442 -1.0397 -1.3933
C 1.8301 -1.1740 -0.1922
C 1.1117 -1.3344 0.9880
C -0.2704 -1.3349 0.9722
H -0.8322 -1.4693 1.8828
H 1.6382 -1.4784 1.9202
C 3.3262 -1.2514 -0.2036
O 3.9017 -2.1455 -0.7999
N 3.9846 -0.3093 0.5090
C 3.4037 0.9030 1.0374
H 3.6950 0.9975 2.0908
C 3.9175 2.1163 0.2568
C 5.4428 2.1597 0.2962
C 6.0069 0.8476 -0.2425
C 5.4327 -0.3274 0.5473
H 5.7538 -0.2670 1.5936
H 5.7601 -1.2783 0.1238
H 5.7348 0.7348 -1.2937
H 7.0950 0.8390 -0.1688
H 5.7755 2.3033 1.3271
H 5.8104 3.0000 -0.2954
H 3.5802 2.0397 -0.7791
H 3.4963 3.0260 0.6865
H 2.3166 0.8525 0.9795
H 1.7020 -0.9448 -2.3131
H -0.7691 -0.8848 -2.3415
S -3.1303 -0.4537 1.1035
O -2.3242 0.6176 1.6056
O -3.5216 -1.5012 2.0056
C -4.5915 0.2336 0.3315
C -4.4319 1.3128 -0.5161
C -5.5474 1.8594 -1.1283
C -6.8023 1.3218 -0.8832
C -6.9496 0.2416 -0.0274
C -5.8353 -0.3091 0.5860
H -5.9081 -1.1466 1.2618
H -7.9292 -0.1698 0.1630
H -7.6712 1.7503 -1.3601
H -5.4407 2.7032 -1.7930
H -3.4411 1.7079 -0.6733
H -3.2950 -2.9575 -0.1424
H -2.5000 -2.5832 -1.6903
H -4.0322 -1.7891 -1.2634


Run x
47
Properties=species:S:1:pos:R:3 method="wB97M-V/def2-TZVPD" homo_lumo_gap_ev=8.67 charge=0 e_lumo_ev=0.6 e_homo_ev=-8.09 multiplicity=1 smiles="COCCNC(=O)c1ccccc1NC(=O)CSc1ccc(C)cc1"
C 2.0481 0.7779 -4.4245
H 2.4925 1.4582 -5.1477
O 0.9559 1.4542 -3.8578
C 0.2739 0.6920 -2.8929
C -0.8619 1.5493 -2.3300
N -1.7309 0.7877 -1.4693
C -1.7765 0.9709 -0.1310
O -1.0996 1.8270 0.4230
C -2.6961 0.0607 0.6040
C -3.8392 -0.4519 -0.0059
C -4.6773 -1.3228 0.6624
C -4.3758 -1.7039 1.9605
C -3.2656 -1.1887 2.5982
C -2.4271 -0.2883 1.9425
N -1.3327 0.2857 2.5764
C -0.6781 -0.1592 3.6721
O -0.9594 -1.1444 4.3211
C 0.5055 0.7081 4.0922
H 1.2884 0.0705 4.5058
H 0.1655 1.3802 4.8835
S 1.2079 1.8166 2.8367
C 1.8358 0.7268 1.5926
C 2.5231 1.3272 0.5428
C 3.0636 0.5550 -0.4648
C 2.9281 -0.8296 -0.4557
C 2.2273 -1.4132 0.5914
C 1.6858 -0.6519 1.6117
H 1.1583 -1.1495 2.4103
H 2.1061 -2.4868 0.6185
C 3.5054 -1.6758 -1.5510
H 4.2912 -1.1430 -2.0817
H 2.7305 -1.9475 -2.2697
H 3.9195 -2.5968 -1.1459
H 3.6071 1.0376 -1.2651
H 2.6292 2.4008 0.5303
H -0.9451 1.0917 2.0702
H -3.0369 -1.4715 3.6120
H -5.0198 -2.3929 2.4856
H -5.5617 -1.7021 0.1736
H -4.0984 -0.1403 -1.0077
H -2.2202 0.0084 -1.8789
H -1.4326 1.9676 -3.1644
H -0.4464 2.3660 -1.7372
H -0.1388 -0.2223 -3.3557
H 0.9533 0.3882 -2.0822
H 1.7276 -0.1395 -4.9352
H 2.7907 0.5137 -3.6631


Stability check: which of them is most stable? run x.


Run w
7
Properties=species:S:1:pos:R:3 method="wB97M-V/def2-TZVPD" homo_lumo_gap_ev=11.54 charge=0 e_lumo_ev=0.5 e_homo_ev=-11.06 multiplicity=1 smiles="O=c1[nH]nno1"
C -0.7908 0.0131 -0.0187
H 0.0128 2.0527 -0.1079
N 0.1481 1.0311 0.0930
N 1.4328 0.5435 -0.0661
N 1.3650 -0.6893 0.0117
O -1.9820 -0.0042 -0.0232
O -0.0043 -1.0369 0.0170


Run x
7
Properties=species:S:1:pos:R:3 method="wB97M-V/def2-TZVPD" homo_lumo_gap_ev=10.32 charge=0 e_lumo_ev=-0.4 e_homo_ev=-10.75 multiplicity=1
C -0.8453 -0.2149 -0.0425
H 0.1296 1.8698 0.5912
N 0.0472 -1.3379 -0.0483
N 1.1856 -1.1197 -0.0132
N 0.0698 0.7868 -0.0996
O -2.0079 -0.2905 -0.1580
O 1.4210 0.3063 -0.2297


Run y
7
Properties=species:S:1:pos:R:3 method="wB97M-V/def2-TZVPD" homo_lumo_gap_ev=11.75 charge=0 e_lumo_ev=0.7 e_homo_ev=-11.09 multiplicity=1 smiles="O=c1[nH]nno1"
O 1.8372 -0.9782 0.0720
C 0.7390 -0.5132 -0.0009
N 0.2442 0.7430 0.2160
N -1.1033 0.7659 0.0244
N -1.4943 -0.3494 -0.3434
O -0.3976 -1.1824 -0.4422
H 0.1666 1.5147 0.9043


Stability check: which of them is most stable? run w.


Run w
23
Properties=species:S:1:pos:R:3 method="wB97M-V/def2-TZVPD" homo_lumo_gap_ev=6.48 charge=0 e_lumo_ev=-1.0 e_homo_ev=-7.52 multiplicity=1
C -2.5963 -0.4141 -0.1666
C -1.2988 -0.8819 -0.8284
C -0.3788 -1.8225 0.1187
C 0.3055 -0.8987 1.1453
C 0.5848 1.5463 0.3799
C 1.5030 2.2252 -0.3307
C 2.3026 0.0376 0.1191
H -2.8923 -1.4149 0.2134
H -3.1882 -0.0515 -0.9698
H -2.5166 0.5299 0.5086
H -1.4418 -1.3351 -1.8414
H -0.6399 0.0299 -0.9292
H -0.8903 -2.7158 0.5202
H 0.3617 -2.4337 -0.5905
H -0.6037 -0.4215 1.6930
H 0.9570 -1.4718 1.8764
H -1.0338 2.4620 -0.4554
H 1.6371 3.1555 -0.7361
H 3.4860 1.6351 -0.8697
N 1.0398 0.2399 0.6509
N 2.6091 1.3851 -0.2985
O -0.6840 1.9090 0.7746
S 3.3778 -1.2941 0.0161


Run x
23
Properties=species:S:1:pos:R:3 method="wB97M-V/def2-TZVPD" homo_lumo_gap_ev="7.30 / 7.30" charge=0 e_lumo_ev="-0.5 / -0.5" e_homo_ev="-7.76 / -7.76" multiplicity=1 smiles="CC1=NC(C)=[N+]([S-])[C@@H](O)[C@@H]1C"
C 0.8709 -0.4086 0.1746
C -0.0476 1.4011 -0.8772
C -0.3573 -1.1001 0.1479
C -1.0933 -0.6960 -1.1962
C 2.0292 -0.9545 0.9576
C 0.1230 2.8410 -1.1846
C -1.1680 -0.5866 1.4330
N 1.0201 0.7754 -0.2560
N -1.0744 0.7122 -1.2838
O -0.3653 -1.1778 -2.3310
S -2.4421 1.2834 -2.1399
H -0.3783 -2.1143 0.2635
H -2.0991 -0.9675 -1.3402
H 2.0842 -2.0910 0.6511
H 2.0335 -0.8727 2.1152
H 2.9394 -0.4155 0.5705
H -0.8728 3.4375 -0.9612
H 0.3835 2.9995 -2.2111
H 0.9069 3.1731 -0.5030
H -0.8772 0.4339 1.6680
H -1.0950 -1.2854 2.2875
H -2.2367 -0.5969 1.1819
H -0.5994 -0.4713 -2.9949


Stability check: which of them is most stable? run x.


Run w
12
Properties=species:S:1:pos:R:3 method="wB97M-V/def2-TZVPD" homo_lumo_gap_ev=8.15 charge=0 e_lumo_ev=-0.5 e_homo_ev=-8.62 multiplicity=1
C -2.8249 -3.4919 -3.0233
C -1.1886 -0.6940 -1.4951
C 0.6991 0.0084 0.1636
C -0.7442 0.0580 -0.3148
O -3.0306 -2.5552 -3.6445
O -2.6240 -4.4336 -2.4040
Br 0.1140 -1.6955 -2.3500
H 1.3698 0.3373 -0.6298
H 0.9757 -1.0052 0.4454
H 0.8383 0.6572 1.0252
H -1.0515 1.0966 -0.5080
H -1.4369 -0.2785 0.4698


Run x
12
Properties=species:S:1:pos:R:3 method="wB97M-V/def2-TZVPD" homo_lumo_gap_ev=11.05 charge=0 e_lumo_ev=0.6 e_homo_ev=-10.49 multiplicity=1 smiles="C[C@]1(Br)CC(=O)O1"
C 0.8235 2.3328 -0.0595
C 0.6069 1.1530 0.9174
C 0.9879 0.1816 -0.1665
C -0.0866 -0.6540 -0.8851
O 0.6901 3.4868 0.0670
O 1.3159 1.5618 -1.0937
Br 2.6550 -0.6590 0.1473
H 1.2196 1.0395 1.7986
H -0.4258 0.8696 1.1142
H 0.2438 -1.2988 -1.8083
H -0.9906 -0.0987 -1.0413
H -0.1029 -1.5477 -0.2104


Stability check: which of them is most stable? run x.


Run w
11
Properties=species:S:1:pos:R:3 method="wB97M-V/def2-TZVPD" homo_lumo_gap_ev=8.35 charge=-1 e_lumo_ev=4.0 e_homo_ev=-4.32 multiplicity=1
C 2.6614 -1.2884 0.3556
C 1.7450 1.1526 -0.0123
C -1.4156 -0.6261 0.1514
N 2.6288 0.4286 -0.2667
N -1.7795 0.5684 -0.0846
O -2.9106 0.9661 -0.4049
O 0.7465 1.8405 0.0454
O 1.9890 -2.0448 -0.3123
H -0.3354 -0.9730 0.3464
H -2.2563 -1.4340 0.0891
H -1.0731 1.4102 0.0928


Run x
11
Properties=species:S:1:pos:R:3 method="wB97M-V/def2-TZVPD" homo_lumo_gap_ev=7.01 charge=-1 e_lumo_ev=4.2 e_homo_ev=-2.83 multiplicity=1 smiles="Nn1c([O-])coc1=O"
C -0.6192 -0.6244 -1.8796
C -0.2156 0.3404 -0.9910
C -0.3863 -1.7943 0.0340
N -0.0708 -0.5174 0.2754
N -0.1102 0.1356 1.5868
O 0.0148 1.5175 -0.9910
O -0.4627 -2.7645 0.8265
O -0.6354 -1.9271 -1.2485
H -0.8255 -0.6078 -2.8671
H -0.4334 -0.5165 2.3570
H -0.8127 0.9787 1.4650


Stability check: which of them is most stable? run x.